[1]
C25H42ClKN2O6P2 as an isolated structure. Source: the Open Molecules 2025 dataset; level of theory: wB97M-V/def2-TZVPD.

```
79
Properties=species:S:1:pos:R:3:forces:R:3:mulliken_charge:R:1
K -0.150180 0.125758 0.303879 -0.09 -0.87 0.02 0.973
C 4.391392 2.434022 -1.469382 0.00 -0.07 -0.04 -1.349
C 3.059761 3.153950 -1.580158 -0.06 0.01 0.11 0.595
C 2.077092 2.395430 -2.453737 -0.03 0.02 -0.09 -1.329
O 2.483104 3.449849 -0.279131 0.03 -0.01 0.05 0.250
P 2.116725 2.382211 0.855444 -0.09 0.14 -0.03 0.513
O 2.179554 0.976806 0.367385 0.29 0.04 0.03 -0.788
C 0.538016 2.808174 1.542784 0.00 -0.09 0.03 -0.688
P -1.399396 3.164265 0.703433 -0.06 -0.30 0.17 0.408
O -1.632735 1.917505 -0.120922 0.01 0.42 -0.16 -1.127
O -1.721292 2.917699 2.305535 -0.02 0.74 0.05 -0.455
C -3.003487 2.949122 2.961366 0.04 -0.47 -0.05 1.028
C -3.538519 4.319930 3.334067 0.05 0.07 0.13 -1.388
C -2.789882 2.125975 4.225173 0.01 -0.08 -0.02 -1.622
O -2.878787 3.964795 0.558213 0.08 0.14 -0.14 0.571
C -3.560947 3.998641 -0.688401 -0.10 -0.03 0.07 0.642
C -4.828208 3.169389 -0.559264 -0.04 0.03 0.03 -1.531
C -3.848252 5.447626 -1.042030 -0.02 0.04 -0.03 -1.283
O 3.247902 2.559722 1.970919 0.04 0.07 -0.08 -0.496
C 3.844574 3.755781 2.530095 -0.03 -0.11 0.00 0.581
C 2.838589 4.824699 2.902123 -0.03 0.06 0.03 -1.009
C 4.930736 4.296028 1.621267 0.05 0.02 -0.01 -1.226
H 4.761058 2.213681 -2.473054 0.00 0.03 0.01 0.495
H 4.269813 1.491304 -0.935096 -0.02 0.02 -0.01 0.235
H 5.137668 3.038536 -0.961532 0.02 0.06 0.07 0.283
H 3.211275 4.152790 -1.994169 0.04 -0.01 -0.05 0.279
H 1.935027 1.383739 -2.076691 -0.01 0.00 0.02 0.131
H 2.474757 2.334493 -3.468583 0.00 0.00 0.00 0.543
H 1.111245 2.900200 -2.501397 0.03 -0.03 0.01 0.260
H 0.655123 3.710292 2.142903 -0.01 0.00 -0.08 -0.290
H 0.406829 2.010301 2.286245 -0.01 0.08 0.02 0.664
H -3.719252 2.433976 2.315480 -0.06 0.09 0.01 0.018
H -2.783895 4.909450 3.858695 0.01 -0.09 0.03 0.239
H -4.367858 4.172881 4.031103 -0.03 0.03 -0.06 0.492
H -3.890068 4.888257 2.481243 0.06 -0.01 -0.10 0.147
H -2.109858 2.644865 4.904156 0.01 0.00 -0.01 0.315
H -2.356314 1.154389 3.985528 -0.01 0.00 -0.01 0.358
H -3.737048 1.965282 4.742471 0.00 0.01 0.00 0.443
H -2.950387 3.536340 -1.468669 0.06 0.00 0.00 0.344
H -5.463929 3.578022 0.230690 0.01 -0.01 0.00 0.257
H -4.562565 2.144171 -0.301903 -0.01 -0.01 -0.01 0.302
H -5.398136 3.166421 -1.491478 0.02 0.00 0.00 0.440
H -4.471832 5.904012 -0.270187 0.01 -0.01 0.01 0.293
H -4.373027 5.525764 -1.997002 0.01 -0.02 0.00 0.408
H -2.921140 6.020793 -1.107263 -0.02 0.01 0.01 0.188
H 4.311329 3.376295 3.440514 -0.01 0.03 0.03 0.378
H 2.377293 5.269533 2.017370 0.00 -0.04 -0.01 0.002
H 3.359369 5.620110 3.438645 0.00 0.00 -0.01 0.545
H 2.057855 4.435188 3.553908 0.01 0.00 0.00 0.272
H 4.507542 4.687198 0.697211 -0.03 -0.01 -0.02 0.034
H 5.658341 3.519392 1.387263 -0.01 -0.01 -0.03 0.329
H 5.450518 5.112459 2.126950 0.00 -0.03 0.01 0.526
Cl -0.778975 5.945258 2.436077 -0.01 0.03 -0.03 -0.168
C 0.105648 6.468958 1.035974 -0.09 0.03 0.14 1.041
C 0.795798 7.676338 1.151928 -0.05 -0.07 -0.02 -0.664
C 1.517125 8.166353 0.085221 0.02 -0.01 -0.07 -0.513
C 1.540310 7.442959 -1.104892 0.02 0.06 0.03 -0.862
C 0.852299 6.252829 -1.192080 -0.07 -0.12 0.07 -0.606
C 0.111074 5.713525 -0.124827 0.17 0.00 -0.14 0.320
C -0.531377 4.373007 -0.418512 0.16 0.23 0.00 -0.020
H 0.748723 8.211713 2.090385 0.00 0.00 0.00 0.496
H 2.052307 9.102517 0.175103 0.00 0.00 0.00 0.408
H 2.094088 7.808258 -1.960271 0.00 0.01 0.01 0.432
H 0.875813 5.688111 -2.118460 0.02 0.02 0.00 0.458
H -1.182174 4.533317 -1.280202 -0.19 -0.03 0.08 0.910
H 0.289737 3.765698 -0.792372 -0.09 -0.09 0.00 -1.440
N 2.545290 -6.295054 0.114115 0.00 -0.02 0.04 -0.498
C 1.885978 -5.095239 0.059808 0.01 0.01 -0.02 1.083
C 2.529371 -3.894578 0.371290 -0.01 0.03 0.00 -0.712
C 1.810847 -2.717402 0.333349 0.03 0.04 -0.02 -0.405
N 0.513566 -2.637154 0.016319 0.03 0.02 0.02 -0.252
C -0.091293 -3.789650 -0.278309 -0.01 -0.04 0.00 -0.511
C 0.530509 -5.021317 -0.273741 -0.02 0.03 0.00 -0.539
H 3.549266 -6.288509 0.136888 0.00 0.01 -0.01 0.217
H 2.125544 -7.094076 -0.326051 0.00 0.01 -0.01 0.212
H 3.578005 -3.874312 0.639701 0.00 -0.03 -0.01 0.301
H 2.312135 -1.780311 0.562126 -0.04 0.01 -0.01 0.456
H -1.143000 -3.729323 -0.537257 0.01 0.02 0.01 0.364
H -0.033405 -5.910827 -0.524222 0.03 -0.01 0.01 0.292
```
Forces are in eV/Å.

The calculation puts the total energy at -3281.80571 hartree. The net charge is 0. The HOMO energy comes out at -7.90 eV. The HOMO-LUMO gap is 8.1611 eV. For the energy above the lowest of the compared OMol25 structures with the same formula, charge and spin, the calculation gives 9.0 kcal per mole. The LUMO energy is 0.3 eV.

***

[2]
A single C25H42N2O7 molecule. Source: the Open Molecules 2025 dataset; level of theory: wB97M-V/def2-TZVPD.

```
76
Properties=species:S:1:pos:R:3:forces:R:3:nbo_charge:R:1
C -0.980126 3.336248 4.270473 0.12 0.20 0.01 -0.249
O -1.615811 2.093560 4.118751 -0.14 -0.41 -0.20 -0.486
C -1.460945 1.428211 2.936886 -0.14 -0.07 0.14 0.232
C -0.675486 1.851382 1.877976 -0.06 0.14 0.21 -0.309
C -0.552222 1.075903 0.734097 -0.12 -0.24 -0.04 -0.184
C -1.219914 -0.131682 0.624366 -0.09 0.18 -0.04 -0.074
C -1.031176 -0.975021 -0.622447 0.37 0.42 -0.07 0.087
O -1.896646 -2.074707 -0.723139 -0.31 -0.26 0.08 -0.746
C 0.460068 -1.404935 -0.761272 -0.06 -0.02 -0.27 -0.315
C 0.777205 -2.728567 -0.041002 -0.20 0.11 0.07 -0.501
C 0.239949 -2.724831 1.379957 0.67 -0.12 -0.35 0.705
O -0.851962 -3.208560 1.653122 -0.45 -0.20 0.14 -0.683
N 1.037677 -2.154070 2.284063 0.20 0.12 0.18 -0.622
C 0.640309 -1.956208 3.662900 -0.19 -0.14 0.26 -0.217
C 1.757237 -1.269390 4.437297 -0.08 0.24 -0.40 -0.426
C 2.147195 0.074777 3.822456 -0.05 0.04 0.43 -0.071
O 2.948037 -0.164267 2.680504 0.17 -0.19 -0.09 -0.569
C 3.162990 0.956747 1.831648 0.22 0.31 -0.32 0.104
C 3.975407 2.058775 2.513969 -0.33 -0.32 0.00 -0.639
C 3.897354 0.435347 0.600370 -0.31 0.06 0.37 -0.617
C 0.840932 -1.569360 -2.233774 -0.09 -0.04 0.67 0.692
O 1.857557 -1.090404 -2.696599 0.34 0.22 -0.20 -0.639
N -0.030947 -2.323965 -2.928571 -0.38 -0.16 -0.19 -0.639
C 0.044186 -2.476175 -4.362247 -0.02 0.06 -0.32 -0.225
C -0.943020 -1.558801 -5.086188 0.26 0.30 0.13 -0.417
C -0.590853 -0.087605 -4.888268 0.05 -0.21 0.07 -0.055
O -1.595129 0.694607 -5.489510 -0.15 -0.03 -0.09 -0.544
C -1.315021 2.081495 -5.561435 -0.09 0.38 -0.02 0.109
C -2.366347 2.686145 -6.486954 0.36 -0.28 0.17 -0.614
C -1.344065 2.758219 -4.187704 0.12 -0.33 -0.30 -0.640
C -2.054767 -0.535193 1.659409 -0.14 0.07 0.13 -0.301
C -2.168751 0.212652 2.819149 -0.01 0.19 0.08 0.332
O -2.918481 -0.144532 3.896884 0.29 0.36 -0.09 -0.498
C -3.601767 -1.375756 3.849666 -0.12 -0.25 -0.01 -0.257
H -1.319806 4.059380 3.521451 0.03 -0.03 0.01 0.176
H 0.110828 3.243855 4.215018 -0.03 0.01 -0.02 0.168
H -1.258515 3.689033 5.262161 0.05 0.02 -0.07 0.202
H -0.147785 2.790987 1.930345 0.03 0.10 0.07 0.220
H 0.064772 1.431081 -0.078496 0.10 0.04 -0.10 0.205
H -1.278900 -0.338305 -1.484696 0.09 -0.09 0.14 0.198
H -1.759147 -2.639503 0.061476 0.01 -0.09 -0.03 0.502
H 1.090102 -0.613711 -0.348377 -0.04 -0.06 -0.16 0.235
H 1.857815 -2.877618 -0.040502 0.01 -0.02 -0.03 0.234
H 0.312862 -3.558559 -0.577529 0.06 0.05 0.14 0.238
H 1.886895 -1.674075 2.009300 -0.08 -0.09 -0.18 0.431
H -0.268460 -1.343902 3.694683 0.07 -0.10 0.05 0.201
H 0.403860 -2.929103 4.107202 -0.03 0.13 -0.01 0.208
H 2.643741 -1.905250 4.452797 0.06 -0.02 0.12 0.215
H 1.425832 -1.107940 5.462889 0.02 -0.03 0.02 0.223
H 1.245701 0.636923 3.536902 0.05 0.00 0.03 0.179
H 2.708861 0.663843 4.560130 -0.07 -0.01 -0.10 0.174
H 2.180465 1.364179 1.538216 0.13 -0.09 0.04 0.168
H 4.206456 2.837770 1.793078 0.02 0.11 -0.06 0.217
H 4.905860 1.646955 2.897737 0.13 -0.03 0.04 0.213
H 3.423362 2.506693 3.336884 0.00 0.09 0.09 0.207
H 4.072412 1.245649 -0.100732 0.03 0.07 -0.11 0.216
H 3.319643 -0.334409 0.096305 -0.06 -0.09 -0.11 0.216
H 4.851979 0.009970 0.898316 0.14 -0.03 0.02 0.212
H -0.911084 -2.556273 -2.481956 0.13 0.00 0.11 0.422
H -0.165263 -3.519273 -4.616132 0.10 0.09 -0.03 0.200
H 1.068784 -2.232773 -4.653559 -0.08 -0.14 -0.02 0.227
H -1.953305 -1.726027 -4.707889 -0.07 -0.04 -0.03 0.206
H -0.940460 -1.786013 -6.152258 -0.04 -0.03 -0.05 0.212
H -0.518460 0.132799 -3.813717 0.05 0.01 -0.11 0.158
H 0.388548 0.132410 -5.340736 -0.05 -0.01 0.07 0.168
H -0.312201 2.219826 -6.004062 -0.14 -0.05 0.04 0.157
H -2.169965 3.743236 -6.641835 -0.01 0.13 -0.02 0.206
H -2.351021 2.174874 -7.445278 -0.02 -0.01 -0.12 0.217
H -3.352245 2.563968 -6.047122 -0.15 0.02 0.05 0.209
H -0.527792 2.407314 -3.560829 0.07 0.01 0.12 0.209
H -1.245938 3.833625 -4.307734 0.03 0.13 0.03 0.212
H -2.287296 2.541408 -3.691573 -0.13 0.00 0.06 0.211
H -2.611822 -1.450774 1.557683 -0.02 -0.05 0.06 0.240
H -2.917756 -2.210303 3.665359 -0.02 0.03 -0.02 0.189
H -4.061581 -1.490888 4.829793 0.00 -0.03 -0.08 0.199
H -4.382641 -1.371120 3.082452 0.04 -0.01 0.01 0.177
```
Forces are in eV/Å.

The calculation puts the total energy at -1614.03115 hartree. The SMILES is COc1ccc([C@H](O)[C@@H](CC(=O)NCCCOC(C)C)C(=O)NCCCOC(C)C)cc1OC. The net charge is 0. The HOMO energy comes out at -8.07 eV. The HOMO-LUMO gap is 8.6842 eV. For the energy above the lowest of the compared OMol25 structures with the same formula, charge and spin, the calculation gives 0.0 kcal per mole. The LUMO energy is 0.6 eV.